[1]
30
Properties=species:S:1:pos:R:3 method="wB97M-V/def2-TZVPD" relative_energy_ev=0.266 e_homo_ev="-1.75 / -1.76" charge=-1 spin_multiplicity=2
Ce -1.803 -0.632 0.535
Cl -3.082 -2.293 -0.909
Cl -1.403 -1.289 3.007
C -3.493 0.449 1.012
H -3.671 1.564 0.912
H -4.383 -0.111 1.430
C 1.183 -0.988 0.299
C 0.573 -2.055 -0.070
H 1.165 -0.676 1.357
C 0.689 -2.643 -1.492
H 0.092 -2.736 0.640
C 1.628 -1.844 -2.416
H 1.034 -3.688 -1.469
H -0.321 -2.678 -1.932
C 1.684 -0.350 -2.098
H 2.638 -2.260 -2.314
H 1.336 -1.991 -3.463
C 1.973 -0.078 -0.611
H 2.463 0.121 -2.709
H 0.733 0.124 -2.372
H 3.053 -0.214 -0.439
H 1.757 0.975 -0.385
N -0.065 3.905 1.265
C -0.583 2.660 1.315
N -0.719 2.125 2.540
S -0.977 1.888 -0.163
H 0.131 4.443 2.101
H 0.022 4.360 0.367
H -1.151 1.212 2.709
H -0.504 2.699 3.351

***

[2]
108
Properties=species:S:1:pos:R:3 method="wB97M-V/def2-TZVPD" e_homo_ev=-7.96 charge=0 spin_multiplicity=1
C 6.256 -0.205 2.109
C 5.805 -0.442 0.676
O 4.651 -1.298 0.568
P 3.270 -0.767 1.139
O 3.121 -0.834 2.605
C 2.006 -1.776 0.335
C 1.520 -1.291 -1.047
C 0.184 -2.009 -1.385
B -1.093 -1.255 -0.924
O -1.840 -1.620 0.199
B -1.748 -0.598 1.125
C -1.784 -0.956 2.654
Cl -0.282 -0.365 3.445
C -3.040 -0.488 3.380
C -4.293 -1.283 2.933
O -1.642 0.734 0.692
B -1.413 0.912 -0.649
S -0.870 2.573 -1.371
C -0.837 3.844 -0.127
O -1.856 2.925 -2.372
O 0.459 2.382 -1.918
O -1.564 -0.086 -1.550
O 3.190 0.754 0.665
C 1.960 1.431 0.991
C 2.088 2.289 2.252
H 7.261 0.211 2.097
H 5.565 0.461 2.621
H 6.253 -1.148 2.656
H 5.652 0.510 0.168
H 6.606 -0.939 0.132
H 1.165 -1.769 1.032
H 2.420 -2.779 0.240
H 2.227 -1.614 -1.809
H 1.442 -0.205 -1.110
H 0.174 -3.001 -0.929
H 0.104 -2.154 -2.466
H -1.742 -2.040 2.753
H -3.211 0.585 3.313
H -2.889 -0.711 4.437
H -5.087 -0.584 2.681
H -4.079 -1.953 2.100
H -4.642 -1.905 3.754
H -0.840 3.437 0.881
H 0.096 4.384 -0.288
H -1.655 4.527 -0.340
H 1.755 2.080 0.144
H 1.135 0.730 1.133
H 2.895 1.948 2.894
H 2.187 3.346 2.013
H 1.163 2.180 2.823
O -6.838 5.631 -4.839
P -5.653 5.794 -5.725
N -5.969 4.689 -6.990
C -5.249 3.499 -7.380
C -7.214 4.904 -7.706
N -4.394 5.362 -4.669
C -3.253 4.544 -5.033
C -4.758 5.114 -3.275
N -4.598 6.825 -6.628
C -4.799 8.243 -6.265
C -4.403 6.696 -8.068
H -5.084 3.489 -8.466
H -5.796 2.586 -7.116
H -4.267 3.437 -6.925
H -7.170 5.798 -8.344
H -8.054 5.030 -7.018
H -7.441 4.055 -8.349
H -3.507 3.479 -5.062
H -2.456 4.661 -4.297
H -2.822 4.845 -5.989
H -5.208 4.124 -3.134
H -5.458 5.860 -2.914
H -3.862 5.175 -2.654
H -5.753 8.633 -6.635
H -3.994 8.863 -6.660
H -4.786 8.349 -5.177
H -5.325 6.735 -8.655
H -3.867 5.777 -8.302
H -3.762 7.513 -8.402
O 1.536 -5.984 5.049
P 3.017 -5.835 5.038
N 3.276 -4.552 3.952
C 3.943 -4.538 2.674
C 2.624 -3.293 4.298
N 3.483 -7.379 4.483
C 4.539 -7.622 3.523
C 2.423 -8.372 4.324
N 4.501 -5.657 5.909
C 4.312 -5.920 7.350
C 5.399 -4.524 5.715
H 4.644 -3.694 2.615
H 3.232 -4.437 1.843
H 4.531 -5.432 2.496
H 3.107 -2.813 5.162
H 1.571 -3.446 4.550
H 2.675 -2.586 3.467
H 4.214 -7.422 2.495
H 4.849 -8.670 3.569
H 5.431 -7.035 3.746
H 1.847 -8.221 3.402
H 1.734 -8.346 5.161
H 2.865 -9.371 4.296
H 3.744 -5.124 7.844
H 5.271 -6.027 7.856
H 3.769 -6.859 7.484
H 4.928 -3.547 5.850
H 5.864 -4.565 4.731
H 6.212 -4.604 6.438

***

[3]
27
Properties=species:S:1:pos:R:3 method="wB97M-V/def2-TZVPD" relative_energy_ev=0.829 e_homo_ev=-7.68 charge=0 smiles=Cc1c[nH]c2ccccc12.CC spin_multiplicity=1
C 0.855 2.734 2.672
C -0.337 2.189 1.972
C -1.614 2.209 2.528
N -2.509 1.684 1.622
C -1.829 1.319 0.470
C -2.392 0.783 -0.684
C -1.524 0.515 -1.739
C -0.133 0.629 -1.469
C 0.381 1.256 -0.372
C -0.473 1.567 0.717
H 1.573 1.945 2.922
H 0.601 3.237 3.606
H 1.366 3.482 2.075
H -1.889 2.551 3.508
H -3.503 1.673 1.795
H -3.468 0.694 -0.766
H -1.972 0.248 -2.680
H 0.443 0.168 -2.268
H 1.400 1.590 -0.188
C 2.554 -4.193 -1.847
C 1.204 -3.478 -1.622
H 3.273 -3.808 -1.125
H 2.452 -5.255 -1.684
H 2.940 -3.914 -2.822
H 0.308 -4.016 -1.941
H 1.361 -2.509 -2.100
H 0.930 -3.298 -0.579

***

[4]
165
Properties=species:S:1:pos:R:3 method="wB97M-V/def2-TZVPD" e_homo_ev=-9.95 charge=+1 spin_multiplicity=1
C -6.899 3.470 2.283
C -5.491 2.649 2.151
O -5.855 1.233 2.238
C -4.699 3.003 0.811
C -3.093 3.336 0.997
C -2.594 2.021 1.722
C -1.071 1.697 2.022
C -0.960 0.787 3.377
C -1.633 -0.653 2.969
N -0.801 -1.828 3.349
C -3.102 4.585 2.036
C -2.250 4.431 3.372
C -2.445 5.755 4.306
N -1.500 5.573 5.488
O -2.645 5.867 1.449
C -3.523 6.046 0.338
C -3.052 5.066 -0.844
C -4.253 5.154 -1.889
F -1.995 5.828 -1.506
N -2.587 3.676 -0.389
C -2.907 2.727 -1.511
C -2.265 1.261 -1.495
C -1.269 1.019 -2.772
S 0.202 0.066 -2.137
C 1.742 1.038 -2.375
S 1.829 2.608 -2.982
N 3.058 0.429 -1.972
C 3.147 0.320 -0.496
C 2.370 -0.736 0.374
C 2.507 -0.807 1.923
C 3.434 0.174 2.726
C 4.176 1.250 1.880
C 4.045 1.324 0.314
C 3.310 -0.842 -2.686
C 2.695 -1.170 -4.097
C 2.926 -2.494 -4.855
C 3.817 -3.634 -4.250
C 4.481 -3.325 -2.868
C 4.241 -1.971 -2.101
P -0.765 3.751 -0.576
S 0.242 4.889 0.598
H -7.711 2.773 2.676
H -6.747 4.272 3.105
H -7.175 4.038 1.333
H -4.925 2.884 3.126
H -5.562 0.931 3.133
H -4.860 2.044 0.180
H -5.260 3.906 0.360
H -3.071 1.899 2.770
H -3.024 1.116 1.137
H -0.519 1.067 1.223
H -0.385 2.597 2.221
H -1.489 1.262 4.269
H 0.149 0.540 3.575
H -1.721 -0.684 1.813
H -2.725 -0.716 3.345
H -0.279 -2.151 2.520
H -0.180 -1.641 4.145
H -4.165 4.894 2.385
H -1.128 4.448 3.089
H -2.525 3.552 4.044
H -3.540 5.744 4.646
H -2.109 6.715 3.790
H -0.564 5.547 5.027
H -1.505 6.518 5.930
H -4.648 5.972 0.577
H -3.371 7.125 -0.051
H -5.093 4.399 -1.762
H -3.826 5.012 -2.947
H -4.716 6.205 -1.870
H -2.455 3.206 -2.466
H -3.996 2.527 -1.755
H -3.070 0.437 -1.613
H -1.656 0.968 -0.586
H -0.862 1.990 -3.211
H -1.762 0.354 -3.578
H 1.693 -1.507 -0.116
H 1.922 -1.610 2.503
H 3.519 0.066 3.855
H 4.832 1.988 2.472
H 4.644 2.162 -0.176
H 2.029 -0.386 -4.603
H 2.393 -2.618 -5.869
H 3.960 -4.631 -4.804
H 5.135 -4.142 -2.423
H 4.771 -1.826 -1.094
H -0.411 3.967 -1.973
H -0.130 2.457 -0.370
C 6.048 -0.357 -6.411
N 5.517 -1.358 -7.373
O 5.347 -2.494 -6.964
O 5.288 -0.967 -8.508
H 6.202 -0.843 -5.449
H 6.990 0.016 -6.810
H 5.311 0.441 -6.326
C 3.269 -4.889 4.742
N 2.939 -3.665 3.966
O 3.149 -2.585 4.500
O 2.480 -3.829 2.843
H 3.664 -4.596 5.710
H 2.348 -5.461 4.859
H 4.012 -5.446 4.175
C 0.127 -6.199 0.821
N 0.307 -6.310 2.290
O -0.549 -5.800 2.997
O 1.301 -6.902 2.683
H -0.789 -5.653 0.621
H 0.990 -5.663 0.427
H 0.069 -7.208 0.417
C -6.600 1.083 6.527
N -5.130 1.182 6.331
O -4.508 1.885 7.105
O -4.650 0.545 5.401
H -6.882 1.694 7.382
H -7.078 1.446 5.618
H -6.837 0.035 6.707
C 5.780 -6.778 -1.023
N 4.723 -6.465 -0.034
O 3.593 -6.846 -0.287
O 5.064 -5.845 0.961
H 5.333 -7.326 -1.851
H 6.197 -5.832 -1.367
H 6.535 -7.384 -0.525
C 7.292 -1.049 -11.476
N 8.666 -0.491 -11.564
O 8.873 0.358 -12.416
O 9.489 -0.925 -10.775
H 6.670 -0.575 -12.233
H 7.362 -2.122 -11.651
H 6.914 -0.835 -10.477
C -7.668 7.397 4.369
N -6.883 6.228 4.844
O -7.485 5.357 5.448
O -5.687 6.226 4.593
H -8.708 7.264 4.660
H -7.247 8.287 4.835
H -7.573 7.437 3.284
C -3.290 -5.285 -2.353
N -2.059 -5.384 -1.526
O -1.621 -4.350 -1.041
O -1.574 -6.497 -1.392
H -3.607 -4.246 -2.385
H -3.046 -5.643 -3.347
H -4.052 -5.907 -1.884
C 5.485 3.088 -2.465
N 6.449 2.737 -3.541
O 7.632 2.926 -3.318
O 5.980 2.283 -4.574
H 6.039 3.476 -1.611
H 4.809 3.843 -2.862
H 4.949 2.178 -2.196
C -6.318 -4.676 -5.588
N -5.088 -4.745 -4.756
O -4.666 -3.697 -4.292
O -4.591 -5.853 -4.602
H -6.648 -3.640 -5.641
H -6.065 -5.052 -6.579
H -7.073 -5.298 -5.110
C 7.080 -6.110 5.647
N 6.025 -5.758 6.632
O 4.885 -6.130 6.392
O 6.375 -5.121 7.611
H 6.627 -6.673 4.833
H 7.511 -5.179 5.280
H 7.825 -6.713 6.165